(1)
Formula: C5H10N2O
Source: the Open Molecules 2025 dataset
Level of theory: wB97M-V/def2-TZVPD

Values from the calculation:
Energy above the lowest of the compared OMol25 structures with the same formula, charge and spin in kcal per mole: 41.5
Orbital gap in eV: 10.18
LUMO in eV: 0.71

```
! RIJCOSX wB97M-V def2-TZVPD def2/J DEFGRID3
* xyz 0 1
H -0.1103 0.8507 -2.0450
N -0.9736 0.8447 -1.5504
C -1.0980 0.9139 -0.3057
C -2.5062 0.5499 0.2709
C 0.0636 0.7697 0.6994
C 1.4323 1.1464 0.1523
O 1.7832 2.3200 0.0542
N 2.1760 0.0596 -0.2807
C 1.8129 -1.3175 -0.4065
H -3.2330 0.3068 -0.5878
H -2.8603 1.4926 0.8822
H -2.4765 -0.1210 1.0938
H -0.2843 1.1837 1.5603
H -0.0926 -0.2415 0.9897
H 2.9801 0.4869 -0.7306
H 1.2441 -1.3914 -1.2475
H 1.2228 -1.4830 0.5193
H 2.6990 -1.8964 -0.5298
*
```


(2)
Formula: C47H66BCl2CsF4O7
Source: the Open Molecules 2025 dataset
Level of theory: wB97M-V/def2-TZVPD

Values from the calculation:
Energy above the lowest of the compared OMol25 structures with the same formula, charge and spin in kcal per mole: 10.5
Orbital gap in eV: 5.65
LUMO in eV: 3.64

```
! RIJCOSX wB97M-V def2-TZVPD def2/J DEFGRID3
* xyz -2 1
Cs -3.9436 0.4220 -0.0878
C -2.6709 3.4416 1.9438
O -2.0261 2.4629 1.1712
C -0.6401 2.3710 1.2988
C -0.0935 1.4580 2.2412
C -1.0277 0.6122 3.1016
C -1.0365 -0.8524 2.8778
C -1.0021 -1.7737 3.9045
C -1.1800 -3.1812 3.6666
C -1.0605 -3.5843 2.3192
C -1.1663 -2.6929 1.2709
C -1.1689 -3.2108 -0.1309
C -0.2349 -2.5604 -1.1417
C 1.1603 -2.7688 -1.0493
C 2.0689 -2.1801 -1.9533
C 1.4713 -1.3892 -2.9369
C 0.0937 -1.1481 -3.0634
C -0.3648 -0.0255 -3.9824
C 0.1875 1.3198 -3.5174
C 1.3234 1.8138 -4.1047
C 2.0157 2.8924 -3.5816
C 1.3811 3.5616 -2.5113
C 0.1977 3.1458 -1.9667
C -0.3352 3.8732 -0.7244
C 0.1385 3.1890 0.5325
C 1.5105 3.1363 0.7862
C 2.1270 2.2581 1.6433
C 1.2964 1.3589 2.3470
C 3.6466 2.3327 1.9578
C 4.2671 3.5623 1.2857
C 4.3942 1.0973 1.3916
C 3.9017 2.3780 3.4564
C -0.4346 1.9480 -2.3952
O -1.5679 1.5321 -1.9329
C 3.4395 3.2752 -3.9562
C 4.0568 2.1559 -4.8354
C 3.5335 4.6395 -4.6844
C 4.2716 3.3667 -2.6539
C -0.7550 -1.7881 -2.1879
O -2.1380 -1.5503 -2.2506
C -2.9688 -2.3495 -3.0550
C 3.6260 -2.2792 -1.8841
C 4.0438 -3.0888 -0.6552
C 4.3023 -0.9007 -1.7393
C 4.1770 -3.0206 -3.1092
C -1.3121 -1.2758 1.5250
O -1.6424 -0.4492 0.6007
C -1.5494 -4.1852 4.7499
C -1.7597 -3.4572 6.0776
C -0.4275 -5.2231 5.0213
C -2.8324 -4.9705 4.4247
H -2.4096 3.3452 2.9878
H -3.7340 3.3493 1.8250
H -2.3793 4.4473 1.6237
H -2.0417 0.9674 2.9680
H -0.8622 0.8634 4.1612
H -0.8629 -1.4184 4.9047
H -1.0141 -4.6167 2.0812
H -2.1815 -3.1856 -0.5430
H -0.8507 -4.2576 -0.0502
H 1.4865 -3.4555 -0.2321
H 2.0769 -0.7282 -3.5705
H -1.4574 0.0636 -4.0341
H 0.0310 -0.2026 -4.9903
H 1.7832 1.3284 -4.9582
H 1.8400 4.4506 -2.0864
H -1.4317 3.8144 -0.7485
H -0.0235 4.9121 -0.7957
H 2.1382 3.7739 0.1724
H 1.6919 0.6019 2.9896
H 4.2931 3.4803 0.1799
H 5.2576 3.7373 1.6395
H 3.6590 4.4382 1.5296
H 4.4757 1.0744 0.3143
H 3.8872 0.1693 1.6980
H 5.3728 1.1426 1.8080
H 3.5103 3.2737 3.9068
H 4.9686 2.3479 3.6524
H 3.4197 1.4928 3.8661
H 3.4790 1.9514 -5.7073
H 4.1835 1.2566 -4.2727
H 5.0538 2.3899 -5.1887
H 3.3116 4.6180 -5.7417
H 4.5200 5.1247 -4.5531
H 2.7848 5.2669 -4.2454
H 4.1229 2.4619 -2.0311
H 3.8904 4.2435 -2.1061
H 5.3300 3.4866 -2.8217
H -3.0489 -3.3747 -2.6945
H -2.5871 -2.3810 -4.1144
H -3.9520 -1.9038 -3.0668
H 3.8173 -2.6057 0.2650
H 5.1258 -3.2156 -0.7411
H 3.5852 -4.0911 -0.6981
H 3.8753 -0.3124 -0.9483
H 4.1538 -0.2857 -2.6143
H 5.4034 -0.9782 -1.5369
H 3.8215 -4.0416 -3.0619
H 5.2961 -3.0723 -3.0693
H 3.8928 -2.4999 -3.9967
H -0.8551 -2.9537 6.3683
H -1.9916 -4.1735 6.8410
H -2.5598 -2.7290 6.0643
H 0.5000 -4.7077 5.3680
H -0.2022 -5.7859 4.0852
H -0.8022 -5.9259 5.7746
H -3.6181 -4.3247 3.9759
H -3.2222 -5.4259 5.3906
H -2.6682 -5.7698 3.7179
O -3.9927 2.5187 -2.5651
H -3.0195 2.3126 -2.4094
H -4.3622 1.7502 -3.0324
O -4.5605 -2.4315 2.4637
H -3.5815 -2.6542 2.3840
H -4.9257 -2.6496 1.6161
O -4.4148 4.5425 -0.2955
H -4.9684 4.3550 -1.0671
H -3.5371 4.1711 -0.5672
Cl -8.4433 -0.6983 3.4066
C -7.1720 -0.2452 2.3332
Cl -6.9214 1.5440 2.4282
H -7.3879 -0.4928 1.2952
H -6.2484 -0.6942 2.5933
F -6.4843 -3.3121 -1.9305
B -6.9965 -2.1031 -1.4071
F -7.4382 -2.2945 -0.0722
F -8.0854 -1.6912 -2.2456
F -6.0363 -1.0770 -1.3722
*
```


(3)
Formula: C24H66O9
Source: the Open Molecules 2025 dataset
Level of theory: wB97M-V/def2-TZVPD

Values from the calculation:
Energy above the lowest of the compared OMol25 structures with the same formula, charge and spin in kcal per mole: 42.2
Orbital gap in eV: 10.01
LUMO in eV: 0.59

```
! RIJCOSX wB97M-V def2-TZVPD def2/J DEFGRID3
* xyz 0 1
C -4.0598 -0.7613 3.4357
C -3.3035 -1.9402 2.7704
C -3.5359 -1.9230 1.2852
O -1.9303 -1.7559 2.9589
H -3.9201 -0.6791 4.5085
H -5.1337 -0.6927 3.1785
H -3.6086 0.2064 3.0629
H -3.5403 -2.9308 3.1840
H -2.9042 -2.6198 0.7529
H -3.1982 -0.8979 1.0143
H -4.4996 -2.1829 0.9115
H -1.6819 -0.8780 2.5970
C 0.1967 -4.3086 -1.0967
C -0.3853 -5.3883 -1.9802
C -1.8463 -5.1754 -2.2493
O 0.3234 -5.3345 -3.2398
H 0.1673 -3.2921 -1.5780
H 1.2423 -4.5742 -0.9844
H -0.2246 -4.2520 -0.1378
H -0.2412 -6.3470 -1.4833
H -2.1197 -5.8524 -3.0725
H -2.0074 -4.1346 -2.5843
H -2.4945 -5.3603 -1.3697
H 1.2626 -5.2876 -3.0351
C 4.4951 4.1962 3.3842
C 3.3115 3.4920 2.6895
C 3.3447 1.9880 3.0449
O 2.0110 3.9321 3.1436
H 4.5572 5.2663 3.2758
H 5.4347 3.7824 3.1431
H 4.4378 4.1502 4.4796
H 3.3971 3.7238 1.5999
H 4.2892 1.5730 2.7665
H 2.4924 1.3864 2.7501
H 3.3606 1.9430 4.1846
H 2.1987 4.7094 3.6842
C 2.5250 -1.8591 -3.6793
C 3.2583 -0.6777 -3.0858
C 3.5073 0.3970 -4.1426
O 2.4892 -0.0359 -2.0819
H 2.3673 -2.6470 -2.9587
H 3.1631 -2.2415 -4.5250
H 1.5129 -1.6296 -4.1380
H 4.1625 -1.0630 -2.6078
H 3.9684 1.2375 -3.6195
H 2.5335 0.6938 -4.5459
H 4.1640 0.0539 -4.9701
H 1.7042 0.3804 -2.4372
C 2.5963 -1.5691 2.0093
C 3.8775 -1.3950 1.2081
C 4.0438 -2.5084 0.1920
O 3.9302 -0.1454 0.5438
H 2.4213 -0.7859 2.7400
H 2.6395 -2.5298 2.5333
H 1.6407 -1.6332 1.4070
H 4.7076 -1.4047 1.9159
H 3.9198 -3.5171 0.6148
H 4.9284 -2.3783 -0.4649
H 3.1386 -2.3984 -0.4531
H 3.1889 -0.1822 -0.1014
C -2.9493 3.4638 2.5475
C -1.7314 3.9703 3.2975
C -2.0169 4.4507 4.7333
O -0.7971 2.9154 3.3565
H -2.6709 3.1841 1.5320
H -3.7372 4.2539 2.5249
H -3.4278 2.6728 3.1273
H -1.3069 4.7292 2.7396
H -1.1891 5.0571 5.1729
H -2.0903 3.6067 5.3983
H -2.9486 5.0139 4.7972
H 0.0668 3.3129 3.5353
C -3.7321 2.1131 -1.0390
C -4.0696 1.7126 -2.5005
O -2.9665 1.9501 -3.3355
H -3.4892 3.1663 -0.9336
H -2.9535 1.4478 -0.6386
H -4.6692 2.0559 -0.5105
H -4.9920 2.1521 -2.9165
H -4.2197 0.6260 -2.5476
H -2.9386 2.8714 -3.5984
C -0.4091 -0.5509 -0.3036
C 0.0171 0.6306 0.5283
O -0.7425 0.7014 1.7527
H -1.4918 -0.4792 -0.3351
H -0.0848 -1.5457 0.1488
H -0.0415 -0.5195 -1.3133
H -0.2010 1.5502 -0.0423
H 1.1063 0.4893 0.6684
H -0.5970 1.5462 2.2117
C -1.7535 -0.9740 -4.8119
C -0.6632 0.1114 -5.0344
O -0.3995 0.6603 -3.7531
H -2.6490 -0.5593 -4.3699
H -1.2626 -1.7193 -4.1989
H -2.2005 -1.3794 -5.7316
H -1.0484 0.9612 -5.6625
H 0.2534 -0.3066 -5.5341
H -1.2787 0.7155 -3.3092
*
```